# 1
Below is the ion C3H9N2O with charge +1 in a non-equilibrium geometry, with properties calculated with ωB97M-V with the def2-TZVPD basis set.

Last column: Löwdin charge in e.
CARTESIAN COORDINATES (ANGSTROEM)
C: -0.5888 -0.1892 -0.4483  -0.24
C: 1.1810 -0.1483 -0.0915  -0.29
C: 1.5592 1.2798 0.0249  -0.02
N: -0.9495 -1.6475 0.1199  0.21
N: -1.2678 0.8449 0.0998  0.08
O: 1.9656 -1.0643 0.0645  0.11
H: -0.7028 -0.2669 -1.5263  0.15
H: 0.7830 1.9683 -0.2885  0.08
H: 2.4724 1.4569 -0.5410  0.11
H: 1.8184 1.4638 1.0701  0.11
H: -0.9593 -1.6395 1.1462  0.16
H: -1.8471 -2.0116 -0.2173  0.16
H: -2.1493 1.1275 -0.2966  0.12
H: -0.1891 -2.2726 -0.1784  0.15
H: -1.1258 1.0987 1.0624  0.12

## Properties
Energy ... -304.18267 Eh
E_LUMO ... -3.697 eV
Energy above the lowest of the compared OMol25 structures with the same formula, charge and spin ... 42.5 kcal/mol
Orbital gap ... 10.369 eV
F_max ... 3.6 eV/A
Net charge ... +1
E_HOMO ... -14.0654 eV
SMILES ... CC(=O)[C@H](N)[NH3+]

# 2
Below is the ion C3H9N2O with charge +1 in a non-equilibrium geometry, with properties calculated with ωB97M-V with the def2-TZVPD basis set.

Last column: Löwdin charge in e.
CARTESIAN COORDINATES (ANGSTROEM)
C: -0.5060 -0.9527 1.1997  -0.07
C: 0.3451 1.0628 -1.7603  0.00
C: 0.7761 0.1385 -0.5180  -0.37
N: -1.6291 -1.1205 1.8655  0.22
N: -0.3519 0.1387 0.4431  0.12
O: 1.9225 0.5859 0.2075  -0.04
H: 0.0323 -1.8066 1.1216  0.14
H: -0.4656 0.5365 -2.1517  0.05
H: -0.0619 2.0393 -1.4469  0.09
H: 1.1877 1.0348 -2.4710  0.10
H: 1.0248 -0.9205 -0.9250  0.18
H: -1.8087 -1.9988 2.3418  0.16
H: -2.2114 -0.3482 1.8938  0.11
H: -1.0241 0.8924 0.5104  0.17
H: 2.7702 0.7185 -0.3106  0.14

## Properties
Energy ... -304.19595 Eh
E_LUMO ... -4.016 eV
Energy above the lowest of the compared OMol25 structures with the same formula, charge and spin ... 34.1 kcal/mol
Orbital gap ... 10.625 eV
F_max ... 4.9 eV/A
Net charge ... +1
E_HOMO ... -14.6411 eV
SMILES ... C[C@@H](O)/[NH+]=C/N

# 3
Below is a structure of composition C3H9N2O in a non-equilibrium geometry, with properties calculated with ωB97M-V with the def2-TZVPD basis set.

Last column: Löwdin charge in e.
CARTESIAN COORDINATES (ANGSTROEM)
C: -0.9250 0.9905 -0.5515  -0.03
C: -0.0584 0.1028 -1.4199  -0.13
C: -0.0184 -0.8604 0.5526  -0.28
N: 1.7284 -0.4777 1.1426  0.09
N: -0.7034 0.3579 0.8287  0.13
O: 0.0225 -1.1589 -0.7322  0.00
H: -0.7873 2.0684 -0.4887  0.14
H: -1.9442 0.9379 -0.9480  0.14
H: -0.5047 -0.1531 -2.3979  0.15
H: 0.9396 0.5078 -1.7800  0.16
H: -0.2073 -1.7095 1.2479  0.18
H: 2.2289 -0.4676 0.2582  0.03
H: 1.9965 -1.2541 1.7078  0.02
H: -0.1166 1.0142 1.3026  0.16
H: -1.6506 0.1017 1.2778  0.24

## Properties
Energy ... -304.11997 Eh
E_LUMO ... -3.712 eV
Energy above the lowest of the compared OMol25 structures with the same formula, charge and spin ... 81.8 kcal/mol
Orbital gap ... 10.172 eV
F_max ... 7.8 eV/A
Net charge ... +1
E_HOMO ... -13.8840 eV

# 4
Below is a cluster of 2 separate species, C3H9N2O in total in a non-equilibrium geometry, with properties calculated with ωB97M-V with the def2-TZVPD basis set.

Last column: Löwdin charge in e.
CARTESIAN COORDINATES (ANGSTROEM)
C: 2.3742 0.6228 0.1086  -0.05
C: 2.9660 -0.5546 -0.3533  0.03
C: -2.2137 -0.3715 0.1370  -0.11
N: -0.3320 1.2841 -0.4701  -0.04
N: -1.0477 0.4431 0.5554  -0.15
O: 1.6190 1.4208 0.3672  0.29
H: -1.2617 1.1073 1.2404  0.07
H: 3.1697 -1.3609 0.4743  0.18
H: 2.3795 -1.1108 -1.1377  0.14
H: 3.8898 -0.2182 -0.9542  0.16
H: -2.4481 -0.9479 1.0581  0.09
H: -3.0458 0.2332 -0.2114  0.07
H: -2.0224 -1.0784 -0.7031  0.08
H: -0.7209 2.2845 -0.4387  0.13
H: -0.4207 0.9530 -1.4603  0.11

## Properties
Energy ... -304.05683 Eh
E_LUMO (spin up / spin down) ... -4.889 / -4.890 eV
Energy above the lowest of the compared OMol25 structures with the same formula, charge and spin ... 121.4 kcal/mol
Orbital gap (spin up / spin down) ... 7.348 / 7.347 eV
F_max ... 3.6 eV/A
Net charge ... +1
E_HOMO (spin up / spin down) ... -12.2370 / -12.2365 eV

# 5
Below is the ion C3H9N2O2 with charge +1 in a non-equilibrium geometry, with properties calculated with ωB97M-V with the def2-TZVPD basis set.

Last column: Löwdin charge in e.
CARTESIAN COORDINATES (ANGSTROEM)
C: -0.1697 1.8409 -0.1085  -0.38
C: -0.6605 -1.6170 -0.4842  0.01
C: 0.5678 0.2673 0.6050  -0.23
N: -0.2664 2.8871 0.6628  0.22
N: 0.4404 -0.6326 -0.5698  0.02
O: -0.4037 1.6774 -1.2787  0.07
O: 1.8251 0.3855 1.1012  0.05
H: -1.6172 -1.0986 -0.5571  0.11
H: -0.5820 -2.3335 -1.3032  0.11
H: -0.6155 -2.1584 0.4629  0.11
H: -0.1039 -0.0452 1.4046  0.15
H: -0.0262 2.8877 1.6405  0.14
H: -0.6164 3.7450 0.2486  0.15
H: 1.3351 -1.1129 -0.7203  0.19
H: 0.2230 0.0291 -1.3736  0.15
H: 2.4158 0.9325 0.5685  0.13

## Properties
Energy ... -379.44599 Eh
E_LUMO ... -3.036 eV
Energy above the lowest of the compared OMol25 structures with the same formula, charge and spin ... 36.9 kcal/mol
Orbital gap ... 11.301 eV
F_max ... 4.5 eV/A
Net charge ... +1
E_HOMO ... -14.3365 eV
SMILES ... C[NH2+][C@@H](O)C(N)=O

# 6
Below is the ion C3H9N2O2 with charge +1 in a non-equilibrium geometry, with properties calculated with ωB97M-V with the def2-TZVPD basis set.

Last column: Löwdin charge in e.
CARTESIAN COORDINATES (ANGSTROEM)
C: 0.9149 -0.0814 -0.2826  -0.22
C: -1.2489 0.1042 1.0691  0.02
C: -0.6626 0.0080 -0.3215  -0.55
N: 1.5856 -1.2246 -0.2689  0.24
N: 1.4789 1.1323 -0.2348  0.21
O: -0.9160 1.1119 -1.0624  0.07
O: -0.9690 -1.2022 -1.0642  0.05
H: -2.2249 0.7626 1.1178  0.14
H: -1.6800 -0.8874 1.2881  0.10
H: -0.7499 0.4389 2.0150  0.12
H: 1.1903 -2.0991 -0.6431  0.16
H: 2.5556 -1.3453 -0.0667  0.14
H: 0.7427 1.8985 -0.6519  0.22
H: 2.4610 1.3058 -0.3865  0.13
H: -1.8264 1.2174 -0.9681  0.10
H: -1.8320 -1.4383 -1.2576  0.08

## Properties
Energy ... -379.44217 Eh
E_LUMO ... -3.645 eV
Energy above the lowest of the compared OMol25 structures with the same formula, charge and spin ... 39.3 kcal/mol
Orbital gap ... 11.927 eV
F_max ... 4.1 eV/A
Net charge ... +1
E_HOMO ... -15.5719 eV
SMILES ... CC(O)(O)C(N)=[NH2+]

# 7
Below is a cluster of 3 separate species, C3H9N2O2 in total in a non-equilibrium geometry, with properties calculated with ωB97M-V with the def2-TZVPD basis set.

Last column: Löwdin charge in e.
CARTESIAN COORDINATES (ANGSTROEM)
C: -1.3007 -1.8133 0.4491  -0.05
C: -0.5197 -1.5095 1.4977  -0.04
N: 0.5563 -0.6385 1.0817  0.12
C: 0.3370 -0.5376 -0.3239  -0.06
N: -0.7502 -1.2339 -0.7238  0.12
H: -2.0052 -2.6447 0.5184  0.14
H: -0.4035 -1.7026 2.6033  0.16
H: 1.3200 -0.3593 1.7252  0.19
H: 1.0777 -0.0042 -1.0094  0.16
H: -1.2262 -1.0670 -1.6213  0.19
H: -1.1584 2.4755 -0.2828  0.06
H: 0.2861 2.3187 -0.0115  0.04
O: -0.5335 1.7784 -0.0784  -0.08
H: 1.8923 3.0617 -1.8423  0.13
H: 1.1771 1.8022 -1.7992  -0.04
O: 1.6957 2.2702 -1.2369  -0.04

## Properties
Energy ... -379.42640 Eh
E_LUMO ... -3.327 eV
Energy above the lowest of the compared OMol25 structures with the same formula, charge and spin ... 49.2 kcal/mol
Orbital gap ... 10.875 eV
F_max ... 5.3 eV/A
Net charge ... +1
E_HOMO ... -14.2018 eV

# 8
Below is a cluster of 3 separate species, C3H9N2O2 in total, with properties calculated with ωB97M-V with the def2-TZVPD basis set.

Last column: Löwdin charge in e.
CARTESIAN COORDINATES (ANGSTROEM)
C: -1.2027 0.2853 -1.1868  -0.02
C: -1.3047 1.6254 -1.3030  -0.03
N: -0.4902 2.1590 -0.3273  0.11
C: 0.0968 1.1730 0.3427  -0.06
N: -0.3194 0.0347 -0.1577  0.12
H: -1.6670 -0.5253 -1.7134  0.14
H: -1.9933 2.2054 -1.8928  0.14
H: -0.3917 3.1514 -0.1678  0.18
H: 0.7634 1.3282 1.1718  0.16
H: 0.0091 -0.9044 0.1174  0.11
H: 1.0249 -2.9583 -1.1197  0.07
H: 1.3926 -2.6668 0.3389  0.04
O: 0.6995 -2.5199 -0.3241  -0.05
H: 2.2067 -1.0107 2.6354  0.06
H: 1.0386 -2.0232 2.7271  0.07
O: 1.4586 -1.3671 2.1457  -0.05

## Properties
Energy ... -379.49759 Eh
E_LUMO ... -2.711 eV
Energy above the lowest of the compared OMol25 structures with the same formula, charge and spin ... 4.5 kcal/mol
Orbital gap ... 11.557 eV
F_max ... 0.8 eV/A
Net charge ... +1
E_HOMO ... -14.2679 eV

# 9
Below is the molecule C3H9N2O3P in a non-equilibrium geometry, with properties calculated with ωB97M-V with the def2-TZVPD basis set.

Last column: Löwdin charge in e.
CARTESIAN COORDINATES (ANGSTROEM)
C: -2.7196 -0.7580 -0.4247  -0.08
C: 2.0019 -1.8808 0.5281  -0.11
C: 0.7966 3.0729 0.8941  -0.08
N: 0.3212 1.2015 -0.5992  -0.09
N: 0.6859 2.3965 -0.1272  -0.12
O: -0.1042 -1.1914 -1.6434  -0.25
O: -1.5286 -0.8078 0.4229  -0.22
O: 0.8221 -1.1637 0.9115  -0.25
P: -0.1054 -0.6429 -0.2988  0.54
H: -3.4534 -0.0623 -0.1456  0.07
H: -3.1656 -1.6750 -0.5909  0.07
H: -2.4861 -0.4543 -1.4268  0.07
H: 1.6892 -2.7967 0.1051  0.07
H: 2.6040 -2.0723 1.4934  0.12
H: 2.6552 -1.2184 -0.1086  0.10
H: 1.0977 4.0457 0.6697  0.03
H: 0.5549 2.8616 1.9404  0.07
H: 0.3343 1.1455 -1.6001  0.06

## Properties
Energy ... -796.25848 Eh
E_LUMO ... 0.865 eV
Energy above the lowest of the compared OMol25 structures with the same formula, charge and spin ... 0.0 kcal/mol
Orbital gap ... 9.713 eV
F_max ... 3.8 eV/A
Net charge ... 0
E_HOMO ... -8.8475 eV
SMILES ... C=NNP(=O)(OC)OC

# 10
Below is the ion C3H9N2OS with charge +1 in a non-equilibrium geometry, with properties calculated with ωB97M-V with the def2-TZVPD basis set.

Last column: Löwdin charge in e.
CARTESIAN COORDINATES (ANGSTROEM)
C: 1.7406 -0.1348 -0.0793  -0.33
C: -2.6679 0.1392 -0.5024  -0.19
C: -1.4453 0.3909 0.2084  -0.41
N: 2.2114 0.9854 -0.6102  0.18
N: 2.3419 -0.9648 0.6929  0.15
O: -0.3429 -1.9233 0.7235  -0.49
S: -0.3001 -0.9958 -0.4070  1.06
H: -3.4569 0.6589 0.0220  0.10
H: -2.6592 0.6890 -1.4755  0.11
H: -2.8040 -0.9358 -0.5709  0.08
H: -1.3538 0.3287 1.3776  0.14
H: -1.1502 1.4554 0.1031  0.10
H: 3.2423 1.2071 -0.6351  0.17
H: 1.7279 1.3873 -1.3053  0.06
H: 3.2687 -0.8999 1.1569  0.17
H: 1.6474 -1.3874 1.3012  0.10

## Properties
Energy ... -702.31844 Eh
E_LUMO ... -4.428 eV
Energy above the lowest of the compared OMol25 structures with the same formula, charge and spin ... 66.5 kcal/mol
Orbital gap ... 9.840 eV
F_max ... 4.9 eV/A
Net charge ... +1
E_HOMO ... -14.2683 eV